Version P
{
  "formula": "C8H11N3",
  "method": "ωB97M-V/def2-TZVPD",
  "elements": ["C", "C", "C", "C", "C", "C", "C", "C", "N", "N", "N", "H", "H", "H", "H", "H", "H", "H", "H", "H", "H", "H"],
  "coordinates": [[0.64895, 0.54895, 0.67788], [-1.37464, 0.95608, -0.74770], [-3.62205, -0.60085, 1.35945], [-3.59312, -0.09027, -0.68734], [1.20251, -0.71080, 0.98691], [1.43922, -0.24836, -1.64872], [3.10239, 0.68588, 0.12293], [1.77433, 0.08831, -0.25268], [-4.37622, -0.60123, 0.21265], [-2.43078, -0.09041, 1.20091], [-2.33936, 0.29744, -0.12435], [-4.19199, -0.92313, 2.26297], [-3.78756, 0.00582, -1.75730], [0.72636, 1.41231, 1.42075], [1.92745, -0.79063, 1.84279], [0.52968, -1.56472, 0.91108], [0.35629, -0.14702, -1.90460], [1.94645, 0.34230, -2.39621], [1.50465, -1.32755, -1.94076], [3.19241, 1.68562, -0.34613], [3.36641, 0.98473, 1.14965], [3.99864, 0.08754, -0.34219]],
  "homo_ev": [-7.9, -7.9],
  "orbital_gap_ev": [7.14, 7.14],
  "lumo_ev": [-0.782, -0.779]
}



Version Q
{
  "formula": "C8H11N3",
  "method": "ωB97M-V/def2-TZVPD",
  "elements": ["C", "N", "C", "N", "N", "C", "C", "C", "C", "C", "C", "H", "H", "H", "H", "H", "H", "H", "H", "H", "H", "H"],
  "coordinates": [[0.29919, -2.67731, -2.15400], [0.58698, -1.28700, -1.95861], [1.52297, -0.56450, -2.82748], [0.12723, -0.88236, -0.75111], [0.31700, 0.31011, -0.49136], [-0.25477, 0.84286, 0.67832], [-0.13794, 2.23620, 0.99712], [-0.54109, 2.67621, 2.27920], [-1.08847, 1.79975, 3.19579], [-1.38335, 0.49603, 2.86383], [-0.96505, -0.00211, 1.61813], [-0.30813, -2.94229, -3.03649], [1.17856, -3.28696, -2.18334], [-0.34281, -2.93548, -1.34404], [2.54590, -0.96942, -2.63910], [1.21946, -0.65660, -3.88777], [1.51523, 0.47700, -2.49467], [0.44169, 2.81856, 0.40151], [-0.27502, 3.65834, 2.56651], [-1.34240, 2.09010, 4.21148], [-1.97042, -0.15426, 3.54002], [-1.14475, -1.04688, 1.41607]],
  "homo_ev": -7.9,
  "orbital_gap_ev": 8.61,
  "lumo_ev": 0.669
}



Energy above the most stable structure, in kJ/mol: version P 586.4; version Q 0.0



Version P
{
  "formula": "C4H5NO4",
  "method": "ωB97M-V/def2-TZVPD",
  "elements": ["C", "C", "O", "C", "O", "N", "O", "C", "O", "H", "H", "H", "H", "H"],
  "coordinates": [[1.47293, -0.09673, -1.31283], [0.31638, -0.62530, -0.52240], [0.23334, -1.72603, 0.00141], [-1.13131, 0.10071, -0.84803], [-1.38850, 0.47577, -1.96267], [-1.82476, 0.19408, 0.32267], [-1.15189, 1.04054, 1.23788], [-0.08019, 0.48213, 1.99668], [0.80002, 1.20909, 2.43143], [1.57749, 0.97370, -1.11835], [1.31183, -0.25455, -2.38051], [2.38974, -0.61215, -1.01487], [-2.13491, -0.68849, 0.72435], [-0.39016, -0.47275, 2.44523]],
  "homo_ev": -9.8,
  "orbital_gap_ev": 9.40,
  "lumo_ev": -0.414
}



Version Q
{
  "formula": "C4H5NO4",
  "method": "ωB97M-V/def2-TZVPD",
  "elements": ["C", "C", "C", "C", "O", "O", "O", "N", "O", "H", "H", "H", "H", "H"],
  "coordinates": [[-0.52130, -0.83351, 0.94280], [0.83994, -0.04354, -0.54717], [0.93135, 0.69975, 0.65330], [-0.47055, -0.39310, -0.99201], [-1.58077, -0.13889, 1.35851], [1.88598, -0.82063, -0.83491], [-1.42258, 0.62477, -1.13882], [1.20857, 1.85244, 1.02909], [-0.10663, -1.88462, 1.31763], [-1.84777, 0.48669, 0.65054], [1.61723, -1.62164, -1.30747], [-1.03541, 1.38975, -1.58305], [1.13636, 1.96466, 2.04316], [-0.63443, -1.28214, -1.59160]],
  "homo_ev": [-7.6, -7.6],
  "orbital_gap_ev": [7.46, 7.46],
  "lumo_ev": [-0.168, -0.168]
}



Energy above the most stable structure, in kJ/mol: version P 0.0; version Q 132.3



Version P
{
  "formula": "C4H3ClF2O",
  "method": "ωB97M-V/def2-TZVPD",
  "elements": ["C", "C", "C", "C", "O", "F", "F", "Cl", "H", "H", "H"],
  "coordinates": [[1.78141, 1.53063, 0.46317], [1.43736, 0.23826, 0.30912], [0.01821, -0.09475, -0.40169], [-2.02022, -1.18271, -0.31192], [-0.16292, 0.42011, -1.45655], [-2.19709, -2.22848, 0.61194], [-2.90525, -0.29718, -0.06646], [2.27039, -1.04658, 0.90687], [1.07230, 2.45751, 0.24262], [2.60226, 1.85026, 0.95954], [-1.89646, -1.64709, -1.25663]],
  "homo_ev": [-8.8, -8.8],
  "orbital_gap_ev": [8.48, 8.48],
  "lumo_ev": [-0.277, -0.278]
}



Version Q
{
  "formula": "C4H3ClF2O",
  "method": "ωB97M-V/def2-TZVPD",
  "elements": ["C", "O", "C", "C", "Cl", "C", "F", "F", "H", "H", "H"],
  "coordinates": [[-0.15624, -0.14180, -0.11540], [0.87070, -1.08727, -0.09719], [2.08112, -0.55066, 0.00946], [2.84009, 0.54447, 0.05920], [3.16517, 2.15878, 0.12338], [3.55848, -0.74830, -0.04883], [4.31258, -1.11427, -1.09750], [4.23781, -1.29695, 1.01932], [0.31949, 0.74666, -0.49474], [-0.45351, 0.11750, 0.82932], [-1.06152, -0.54698, -0.66098]],
  "homo_ev": -9.8,
  "orbital_gap_ev": 10.42,
  "lumo_ev": 0.576
}



Energy above the most stable structure, in kJ/mol: version P 145.7; version Q 0.0